1.
C45H50BKN8Se | ωB97M-V/def2-TZVPD

## Properties
Gap between HOMO and LUMO ... 8.21 eV
E ... -5209.27133 a.u.
Largest force on an atom ... 0.015 hartree/bohr
2S+1 ... 1
LUMO energy ... 0.33 eV

Geometry (Å):
N  0.560  -3.774  0.148
C  3.826  -0.620  4.051
H  0.978  5.577  1.355
H  -3.247  4.430  -4.079
C  0.524  0.119  -3.633
H  1.950  2.494  -1.621
C  3.404  -0.950  2.772
H  -3.013  -2.470  0.649
H  -0.868  4.561  -4.705
N  0.169  2.650  -0.601
C  -0.566  -6.649  4.241
C  5.129  0.431  1.845
H  -0.160  -3.692  2.661
C  4.052  -0.430  1.651
H  1.465  0.414  -3.163
C  -0.675  2.304  0.402
C  -4.563  -0.068  -1.148
H  -4.693  3.565  1.738
H  -0.329  -8.569  3.314
C  3.561  -1.357  -1.855
H  0.758  -0.661  -4.363
C  -5.031  -1.803  0.957
C  -5.805  -0.082  -0.525
C  1.176  -5.068  -3.229
H  3.314  -1.035  4.910
H  1.805  1.428  -0.225
H  1.120  -6.133  -3.453
C  -0.294  -7.495  3.176
C  2.336  4.893  -0.189
H  -6.588  0.583  -0.869
C  -1.143  4.162  -3.737
H  -4.123  4.320  0.265
C  -0.549  3.216  -1.650
H  -7.008  -0.958  1.024
C  -3.793  -1.788  0.334
C  0.887  -4.861  -1.776
C  4.408  -0.847  -0.892
H  5.229  0.501  5.232
H  -3.348  5.702  2.025
H  6.385  1.444  3.255
C  -2.638  4.206  3.403
H  2.426  4.944  -1.281
H  -2.082  3.267  3.403
C  0.615  -5.805  -0.816
N  -1.232  -1.670  -0.982
C  1.084  5.643  0.269
H  2.173  -4.716  -3.498
H  3.656  -2.688  -3.546
C  -2.494  4.090  -3.380
H  2.562  -1.622  2.641
N  -1.932  2.629  -0.004
H  3.432  3.082  0.272
C  -0.515  -5.275  4.043
H  0.241  -7.652  1.112
C  2.397  3.435  0.270
H  -0.816  -7.053  5.213
C  1.624  2.441  -0.582
H  -5.210  -2.488  1.777
H  -3.933  3.538  -1.873
H  -3.849  1.850  0.198
C  0.417  -5.072  0.371
H  -0.726  -4.601  4.864
H  0.896  3.763  -3.159
H  1.141  6.700  0.002
H  5.637  0.850  0.984
H  0.559  -6.872  -0.969
C  -6.041  -0.945  0.536
C  0.082  -5.600  1.715
C  5.549  0.769  3.125
H  -2.304  0.775  -2.921
C  -2.208  -0.854  -1.363
C  -3.156  2.461  0.779
B  1.110  -2.288  -1.860
C  -2.887  4.713  1.984
H  -1.932  4.845  1.463
N  -0.156  -1.365  -1.747
C  -1.885  3.181  -1.280
C  3.851  -1.645  -3.294
N  2.363  -1.583  -1.264
H  -2.876  1.892  1.661
H  0.170  5.245  -0.179
H  2.043  3.357  1.301
C  -0.196  -4.762  2.795
C  -3.539  -0.912  -0.722
C  4.900  0.243  4.234
H  -4.384  0.613  -1.974
C  -0.148  3.722  -2.876
H  4.900  -1.435  -3.495
H  3.244  -1.031  -3.962
H  1.322  -2.482  -3.029
H  0.111  0.974  -4.163
K  0.073  -1.427  1.183
H  5.446  -0.584  -1.021
C  -3.791  3.797  1.163
Se  -0.180  1.532  1.999
N  0.851  -3.646  -1.174
C  -2.887  3.600  -2.143
C  3.637  -0.815  0.285
H  -3.585  4.044  3.927
C  -1.761  0.006  -2.392
H  0.460  -4.545  -3.864
C  -0.458  -0.372  -2.622
N  2.410  -1.252  0.049
H  -2.058  4.929  3.980
H  3.211  5.412  0.209
C  0.027  -6.975  1.929

Cartesian forces (eV/Å) of the 6 atoms listed first:
0.215 -0.319 -0.398
-0.036 0.079 -0.068
-0.004 -0.005 -0.043
0.009 -0.010 0.001
-0.031 0.014 0.018
0.025 -0.030 -0.031

2.
C25H18Cl3FN2O6Ru | ωB97M-V/def2-TZVPD

## Properties
Gap between HOMO and LUMO (alpha / beta) ... 7.51 / 7.54 eV
Total charge ... -1
E ... -3099.94897 a.u.
Largest force on an atom ... 0.014 hartree/bohr
2S+1 ... 2
ΔE to the lowest compared entry with this formula, charge and spin ... 47.34 kJ/mol
LUMO energy (alpha / beta) ... 2.59 / 2.60 eV

Geometry (Å):
H  3.706  5.623  -0.463
H  5.298  4.133  -1.643
C  3.321  -0.411  -3.440
Ru  -0.518  -0.216  -0.490
H  1.842  1.546  -4.582
O  -0.907  -1.045  1.349
H  3.303  0.144  -4.373
Cl  0.449  -3.907  2.185
O  1.568  0.638  1.418
H  1.549  3.224  6.742
C  4.467  -1.898  -1.973
C  3.436  1.802  -0.031
O  -0.258  3.671  1.061
C  4.423  2.341  -0.848
C  3.387  -1.885  -1.126
C  -0.874  1.470  -2.983
H  0.975  0.214  2.050
C  0.090  2.522  0.826
C  2.652  3.223  4.902
H  -0.407  2.726  -4.754
C  1.466  2.476  2.940
O  -1.145  -2.416  -0.349
N  1.058  1.341  -3.993
H  3.562  3.598  5.354
N  -0.095  0.540  -2.340
C  0.336  2.269  3.729
H  -0.524  2.368  5.686
H  3.510  3.114  2.938
C  1.418  2.042  1.480
H  5.104  1.674  -1.364
F  -2.393  0.099  -0.900
Cl  -2.143  -4.701  1.168
C  4.528  3.713  -1.007
H  -1.861  1.684  -2.613
H  -0.578  1.913  3.267
C  1.525  3.013  5.680
H  5.283  -1.166  -3.842
C  2.211  -0.362  -2.587
Cl  -1.969  -2.854  3.379
C  2.221  -1.124  -1.390
C  -1.109  -2.190  0.869
C  2.536  2.632  0.624
C  -0.166  1.979  -4.020
C  2.624  2.952  3.539
H  3.386  -2.455  -0.205
H  5.338  -2.491  -1.720
C  0.364  2.531  5.088
O  -0.499  1.757  -0.020
O  1.271  -1.181  -0.505
C  3.635  4.549  -0.344
C  4.445  -1.154  -3.157
H  3.357  0.732  0.092
C  2.643  4.014  0.462
H  1.927  4.654  0.959
C  -1.216  -3.371  1.865
C  1.074  0.475  -2.949

Cartesian forces (eV/Å) of the 6 atoms listed first:
-0.001 0.001 0.001
-0.002 0.003 -0.001
-0.005 0.008 -0.027
-0.277 0.137 -0.676
-0.008 -0.003 -0.005
-0.034 -0.253 0.646

3.
C4H7NO | ωB97M-V/def2-TZVPD

## Properties
Gap between HOMO and LUMO ... 9.43 eV
E ... -286.46488 a.u.
Largest force on an atom ... 0.011 hartree/bohr
2S+1 ... 1
ΔE to the lowest compared entry with this formula, charge and spin ... 437.84 kJ/mol
LUMO energy ... 0.80 eV

Geometry (Å):
H  1.463  -1.502  -0.586
C  0.057  0.015  0.086
H  0.176  1.769  -1.002
H  2.168  0.102  -0.263
H  1.696  -0.937  1.088
H  -1.189  1.516  0.879
N  -0.277  0.841  -1.072
C  -1.083  -0.917  0.381
O  -2.191  -0.802  -0.097
C  -0.121  1.392  0.630
C  1.427  -0.627  0.073
H  -1.267  0.814  -1.300
H  -0.856  -1.708  1.123

Cartesian forces (eV/Å) of the 6 atoms listed first:
-0.032 0.148 0.075
0.071 -0.004 0.055
0.088 -0.095 -0.549
-0.113 -0.075 0.076
-0.041 0.025 -0.130
0.140 -0.098 0.081

4.
C39H72Br3ClI2NO19P2S4 | ωB97M-V/def2-TZVPD

## Properties
Gap between HOMO and LUMO ... 7.69 eV
Total charge ... +1
E ... -14066.22855 a.u.
Largest force on an atom ... 0.113 hartree/bohr
2S+1 ... 1
LUMO energy ... -3.34 eV

Geometry (Å):
P  -2.489  -2.348  -4.952
C  1.129  -1.032  5.677
H  2.552  -1.162  0.727
H  -0.663  1.425  10.508
H  0.611  -3.604  -3.345
C  -0.925  1.660  0.006
H  -1.961  4.443  -10.738
O  0.746  -2.551  -6.554
H  -4.326  1.282  -4.723
H  -0.488  -6.870  2.639
H  3.047  3.352  8.214
I  -1.445  -4.921  -2.031
H  1.839  -1.814  5.949
C  2.112  -2.048  1.178
C  -0.012  -3.356  -2.477
Br  0.866  2.654  -2.569
C  -1.072  -0.184  -6.124
S  1.621  1.381  9.959
C  -4.281  2.327  0.332
O  -3.575  -2.517  -6.114
H  -3.096  6.313  -9.603
C  2.735  3.705  10.327
C  -3.918  0.327  -4.395
O  2.129  -0.933  3.429
P  -0.061  -1.363  -7.354
H  -1.939  0.024  -8.192
C  -0.112  1.083  -5.837
H  0.106  1.970  0.194
H  -0.624  -3.520  -5.097
O  -0.716  2.022  -5.030
H  -3.116  -10.871  0.340
Br  2.450  -0.609  -5.040
S  8.883  3.144  10.463
H  0.209  -1.524  5.362
H  -1.958  2.174  -9.718
H  -1.840  3.758  -3.977
C  -3.070  5.312  -9.182
C  -2.210  0.198  -7.136
C  -2.441  3.002  -9.205
H  -5.228  -1.056  -3.276
H  -4.270  5.883  -7.452
H  -2.918  -0.641  -7.050
C  -2.560  2.943  -4.113
C  -0.641  -1.934  -2.560
O  8.518  1.892  9.546
H  7.877  0.608  11.059
H  -2.465  -0.084  -3.085
O  -1.583  -3.615  -5.202
H  0.348  0.784  11.844
C  -3.156  1.410  -7.270
H  -3.807  4.274  -2.965
O  -0.398  -10.336  2.117
O  1.369  1.414  8.549
H  0.001  -0.227  10.415
H  -2.911  -8.605  -0.717
H  0.690  3.710  -5.824
H  1.929  4.659  8.570
H  10.573  4.664  9.960
C  -4.084  3.296  -0.855
I  0.356  1.828  -7.942
O  2.770  0.713  10.485
H  -2.613  -10.958  -1.363
H  9.902  3.912  8.490
H  -1.393  -8.120  3.554
H  3.677  4.892  8.798
O  1.580  2.862  10.534
O  0.485  -2.732  3.082
H  1.514  -2.588  0.446
H  7.647  0.060  9.408
Br  4.064  2.085  -5.100
C  -1.004  1.968  -2.525
H  -3.595  1.494  0.152
H  -4.308  0.090  -2.216
O  -4.350  1.178  -7.108
H  3.639  3.184  10.648
O  -1.767  -8.641  0.964
C  -2.452  4.247  -9.788
H  -1.813  0.240  -1.291
O  -3.293  -2.577  -3.754
C  -0.484  -7.895  3.003
C  6.155  1.453  10.056
H  0.386  -8.068  3.632
C  -2.033  -9.141  -0.359
H  -4.456  -2.263  -5.810
C  -3.770  3.202  -3.208
C  -3.696  3.852  -7.418
O  9.362  2.666  11.723
C  7.577  0.929  10.060
H  0.660  -3.436  -1.622
H  -1.442  -11.203  -0.068
Cl  -1.484  -2.610  -8.308
C  -0.975  0.937  -1.379
S  1.027  -1.557  2.477
C  -3.039  2.768  -7.979
H  2.575  0.361  4.938
H  0.002  0.442  -1.404
H  2.081  4.090  -4.740
H  6.041  2.287  10.747
C  1.740  3.526  -5.613
H  5.456  0.672  10.355
H  -4.700  3.038  -3.781
H  -1.191  0.936  0.779
C  -0.449  -1.143  -3.872
C  1.423  0.966  -5.475
H  -0.031  -1.431  -1.797
H  -3.180  3.899  -0.678
C  2.855  4.182  8.893
H  5.882  1.813  9.063
C  -2.319  -10.631  -0.365
H  -1.423  2.854  -2.053
H  2.878  -2.702  1.587
H  -5.690  0.613  -3.143
H  -1.610  2.510  0.053
H  -1.206  -8.893  -1.027
H  -1.618  -1.889  -2.072
H  -4.980  3.919  -0.967
C  2.164  2.090  -5.447
H  2.313  3.946  -6.454
C  10.240  3.732  9.507
S  -0.362  -8.994  1.632
N  -1.605  -0.809  -4.827
H  -2.848  2.967  -5.164
H  0.659  -3.434  -6.944
H  0.136  -0.254  -3.629
H  0.906  -0.430  6.558
H  0.975  0.597  4.260
O  7.824  4.102  10.391
C  1.694  -0.162  4.573
H  0.227  -1.778  -4.451
H  2.604  4.561  10.986
H  -4.222  3.683  -6.478
O  -3.883  2.469  -2.000
O  0.683  -8.551  0.759
C  -2.398  0.315  -4.105
C  0.177  0.786  10.771
C  -3.728  5.103  -7.977
H  11.038  2.995  9.531
H  -5.286  1.901  0.232
O  0.170  -0.506  2.007
C  -4.816  -0.050  -3.173
H  -4.239  -0.317  -5.217
H  -4.122  2.820  1.291
C  -1.649  1.660  -3.940

Cartesian forces (eV/Å) of the 6 atoms listed first:
-4.387 -3.605 1.288
-0.185 -0.256 -0.094
0.012 0.004 0.049
0.031 0.012 -0.015
-0.325 -0.138 0.020
0.173 -0.420 -0.461

5.
C11H21BrINO2 | ωB97M-V/def2-TZVPD

## Properties
Gap between HOMO and LUMO ... 9.65 eV
E ... -3508.65130 a.u.
Largest force on an atom ... 0.020 hartree/bohr
2S+1 ... 1
SMILES string ... CCCCCCCN(Br)C(=O)O[C@@H](I)CC
LUMO energy ... 0.07 eV

Geometry (Å):
H  2.016  3.664  2.374
H  -3.442  0.260  0.713
N  2.323  -1.267  -1.752
C  2.460  0.103  -1.346
C  -2.244  -0.573  -1.435
C  2.265  1.539  1.965
H  2.046  2.640  3.801
C  -1.451  -1.263  -2.553
C  1.689  2.698  2.769
H  3.342  1.509  2.177
H  -1.530  -1.989  0.017
H  0.550  -1.798  -0.698
H  -3.616  -1.457  1.110
H  -3.303  -0.839  -1.555
O  2.792  0.981  -2.101
C  0.918  -1.728  -1.725
Br  3.357  -2.357  -0.610
H  -1.359  -0.897  2.562
H  0.598  2.682  2.804
H  0.389  -0.982  -3.648
C  2.180  1.623  0.442
H  0.113  0.199  -2.380
H  3.030  2.164  0.032
H  -2.173  0.508  -1.598
H  -0.929  -0.361  0.261
C  -2.900  -0.633  1.040
O  2.164  0.296  -0.038
H  -2.029  0.721  2.487
C  -2.291  -0.340  2.422
H  -1.570  -2.351  -2.502
C  0.038  -0.867  -2.618
I  0.475  2.744  -0.308
H  -1.899  -0.944  -3.500
H  -2.971  -0.584  3.241
H  0.925  -2.745  -2.129
H  1.863  0.576  2.285
C  -1.825  -0.933  -0.007

Cartesian forces (eV/Å) of the 6 atoms listed first:
-0.086 -0.099 -0.015
-0.162 -0.151 0.018
0.033 0.158 0.051
0.386 0.606 -0.499
-0.096 -0.375 -0.094
0.355 0.121 0.012

6.
C2H9NOS | ωB97M-V/def2-TZVPD

## Properties
Gap between HOMO and LUMO (alpha / beta) ... 2.11 / 8.43 eV
Total charge ... -1
E ... -609.72116 a.u.
Largest force on an atom ... 0.035 hartree/bohr
2S+1 ... 2
ΔE to the lowest compared entry with this formula, charge and spin ... 20.34 kJ/mol
LUMO energy (alpha / beta) ... 3.03 / 2.94 eV

Geometry (Å):
H  2.831  0.002  -0.361
H  -4.502  1.252  -1.987
H  0.681  1.321  1.010
S  2.547  -0.757  0.725
H  -3.169  0.715  -1.469
C  0.227  0.710  0.222
N  -1.216  0.728  0.288
H  0.461  -1.310  -0.381
H  0.583  1.145  -0.714
H  -1.788  0.230  -0.386
O  -3.981  0.440  -1.925
H  -1.579  1.683  0.168
H  0.275  -1.158  1.362
C  0.735  -0.710  0.491

Cartesian forces (eV/Å) of the 6 atoms listed first:
-0.048 -0.220 0.271
0.039 0.235 0.032
-0.528 0.209 0.002
-0.012 0.156 -0.266
0.047 0.282 -0.156
-0.083 -0.456 0.363

7.
C43H40N6O2STc | ωB97M-V/def2-TZVPD

## Properties
Gap between HOMO and LUMO (alpha / beta) ... 7.09 / 5.87 eV
Total charge ... +2
E ... -2620.14975 a.u.
Largest force on an atom ... 0.011 hartree/bohr
2S+1 ... 4
ΔE to the lowest compared entry with this formula, charge and spin ... 8.93 kJ/mol
LUMO energy (alpha / beta) ... -5.38 / -6.79 eV

Geometry (Å):
C  -1.501  4.783  2.117
H  3.272  -3.212  -1.028
C  0.466  4.788  -3.431
C  -1.877  2.080  4.018
C  3.262  -4.004  2.262
C  2.816  -3.879  0.951
H  -6.059  1.663  -3.473
H  -1.355  5.698  -4.027
C  3.633  -3.297  -0.006
H  -2.729  2.755  4.079
C  2.052  1.687  -1.139
C  0.130  -1.586  1.501
H  -2.053  1.374  3.206
H  -1.830  1.520  4.952
H  0.294  2.175  4.003
H  -6.945  0.393  -1.561
C  0.034  -4.066  -2.712
C  5.796  -2.240  -0.766
H  0.071  6.288  2.165
C  2.452  3.603  -2.503
O  -0.980  2.362  1.204
H  4.919  -3.712  3.588
C  2.944  2.571  -1.748
H  0.252  -5.681  -5.676
C  -4.052  1.787  -2.704
H  1.098  5.497  -3.952
H  -0.554  -3.884  2.541
H  4.007  2.427  -1.607
C  5.365  -3.029  1.601
C  -0.277  -2.783  -3.176
C  -5.424  -0.546  0.514
C  4.548  -3.590  2.574
C  0.102  -4.869  -4.975
S  -0.338  3.411  2.111
H  1.845  -4.267  0.666
H  2.284  -2.143  4.034
C  -0.443  -1.699  -2.263
H  -1.763  4.910  1.065
H  -2.429  -0.837  2.032
H  -0.311  -3.423  -6.507
H  -0.579  -2.085  0.849
O  0.536  -5.351  4.199
H  5.309  -1.378  -1.228
H  -0.470  3.710  4.432
C  0.760  -2.293  2.517
H  6.374  -2.729  1.865
H  -0.654  -1.566  -4.905
Tc  -0.783  0.755  -0.258
N  2.470  -4.566  3.305
C  0.221  -5.101  -3.610
H  2.413  0.840  -0.566
C  -0.213  -3.600  -5.443
N  0.404  -0.304  1.218
C  -3.191  1.459  -1.685
C  -0.895  4.883  -3.483
H  6.751  -1.915  -0.355
C  -3.174  -0.535  1.306
H  2.838  0.207  3.453
H  1.581  1.348  1.654
H  -4.789  -1.515  2.319
H  -2.799  4.059  -2.905
N  -2.753  0.183  0.279
H  -1.531  6.874  2.607
C  -0.586  -0.770  -1.482
C  4.918  -2.853  0.298
C  -0.406  -2.559  -4.551
C  -0.564  2.818  3.809
N  -1.847  1.812  -1.545
H  6.000  -2.959  -1.562
H  -3.695  2.336  -3.564
C  0.227  2.820  -2.033
C  -5.405  1.386  -2.657
C  1.115  -4.575  3.481
C  -4.508  -0.917  1.463
H  -0.610  5.920  3.757
H  -6.459  -0.859  0.593
C  -5.897  0.664  -1.610
N  0.740  1.819  -1.245
C  1.753  -1.632  3.242
C  1.365  0.319  1.913
N  0.392  -3.606  2.743
C  -5.022  0.246  -0.580
C  -3.670  0.619  -0.648
C  2.061  -0.323  2.919
H  0.115  -4.241  -1.646
H  2.951  -5.146  3.974
H  -2.393  4.478  2.664
C  1.059  3.749  -2.676
H  3.121  4.312  -2.978
C  -1.186  2.867  -2.173
H  0.457  -6.094  -3.247
C  -0.845  6.033  2.699
C  -1.728  3.932  -2.854

Cartesian forces (eV/Å) of the 6 atoms listed first:
0.043 0.098 -0.022
-0.012 -0.025 0.066
-0.010 0.045 -0.053
-0.002 -0.017 0.060
-0.056 -0.063 0.099
-0.049 -0.108 -0.122

The highest largest force on an atom belongs to which entry?
C39H72Br3ClI2NO19P2S4